[1]
Density functional theory data (ωB97M-V/def2-TZVPD) for C19H15NO2Pd as an isolated structure.

```
38
Properties=species:S:1:pos:R:3:forces:R:3:mulliken_charge:R:1
Pd -0.032 0.042 0.058 0.1 -0.7 0.0 0.36
C -0.280 4.219 -0.558 -0.4 0.6 0.7 -0.78
C -0.874 4.674 0.632 0.4 -0.5 -0.7 -0.34
C -1.198 3.755 1.606 0.0 -0.1 0.1 -0.79
C -0.938 2.402 1.408 0.5 0.2 -1.2 1.14
N -0.355 1.976 0.235 -0.6 1.3 0.9 -0.14
C -0.042 2.875 -0.708 0.1 -0.4 0.0 -0.08
C -1.219 1.327 2.330 0.0 -1.2 0.4 0.89
C -1.805 1.468 3.589 0.2 0.0 -0.4 -0.72
C -2.020 0.350 4.375 -0.1 0.0 0.1 -0.63
C -1.659 -0.913 3.928 0.1 0.2 -0.3 -0.72
C -1.073 -1.061 2.674 0.1 -0.1 -0.1 0.11
C -0.845 0.040 1.862 0.0 0.5 -0.2 -0.77
H -0.013 4.910 -1.341 0.0 0.0 -0.1 0.42
H -1.072 5.723 0.777 0.0 0.2 0.0 0.44
H -1.655 4.068 2.531 0.0 0.0 0.1 0.34
H 0.414 2.471 -1.607 -0.1 0.0 0.1 0.44
H -2.090 2.446 3.946 -0.1 0.1 0.1 0.31
H -2.473 0.466 5.347 -0.1 0.0 0.1 0.39
H -1.832 -1.778 4.553 0.0 0.0 0.0 0.40
H -0.787 -2.043 2.313 0.0 0.0 0.0 0.44
C 0.819 -4.143 -0.658 0.0 0.4 0.0 -1.39
C 0.778 -2.664 -0.980 0.3 -0.4 -0.5 1.07
O 0.269 -1.941 -0.055 -0.4 0.2 0.7 -0.63
C 1.285 -2.196 -2.235 -0.3 -0.8 1.0 0.28
C 1.822 -3.097 -3.172 -0.3 -0.2 0.6 -0.88
C 2.322 -2.678 -4.396 0.0 0.6 -0.3 -0.44
C 2.311 -1.333 -4.747 0.3 0.0 -0.7 -0.83
C 1.795 -0.410 -3.861 -0.1 0.1 0.2 -0.37
C 1.273 -0.786 -2.600 0.0 0.9 -0.2 0.42
O 0.817 0.152 -1.851 0.2 -0.3 -0.4 -0.45
H 0.391 -4.295 0.331 0.0 0.1 0.0 0.32
H 1.840 -4.517 -0.655 0.1 -0.1 0.0 0.33
H 0.241 -4.719 -1.378 0.0 -0.2 -0.1 0.33
H 1.848 -4.151 -2.935 0.0 0.0 0.0 0.33
H 2.724 -3.403 -5.084 0.1 -0.2 -0.1 0.40
H 2.699 -1.001 -5.699 0.0 -0.1 0.0 0.38
H 1.777 0.639 -4.113 0.0 0.1 0.1 0.43
```
Forces are in eV/Å.

* gap between HOMO and LUMO (alpha / beta): 0.1848 / 0.2226 hartree
* LUMO level (alpha / beta): -0.0029 / -0.0845 Eh
* 2S+1: 3
* charge: 0


[2]
Density functional theory data (ωB97M-V/def2-TZVPD) for one molecule with the formula C4H7NO.

```
13
Properties=species:S:1:pos:R:3:forces:R:3:mulliken_charge:R:1
C -0.714 -1.165 1.384 0.0 -0.1 0.0 -1.05
C -0.800 -0.219 0.213 -0.2 0.0 -0.2 0.67
O -1.740 -0.140 -0.546 0.7 0.0 0.5 -0.54
N 0.325 0.642 0.112 0.4 -0.3 0.3 -0.19
C 0.585 1.380 -1.128 0.1 0.0 -0.2 -0.20
C 1.489 0.194 -1.176 0.0 0.1 -0.7 -0.62
H -1.551 -1.862 1.345 0.1 0.1 0.0 0.31
H 0.233 -1.717 1.373 -0.2 0.1 0.0 0.32
H -0.753 -0.602 2.323 0.0 0.0 -0.2 0.29
H 1.024 2.361 -0.939 -0.1 -0.2 0.0 0.20
H -0.321 1.413 -1.733 0.2 0.0 0.1 0.26
H 1.284 0.330 0.462 -1.0 0.1 0.4 0.42
H 0.940 -0.615 -1.690 0.0 0.2 0.1 0.13
```
Forces are in eV/Å.

* gap between HOMO and LUMO: 0.3503 hartree
* LUMO level: 0.0295 Eh
* charge: 0


[3]
Density functional theory data (ωB97M-V/def2-TZVPD) for C41H45ClCoN7O9SSeSi as an isolated structure.

```
107
Properties=species:S:1:pos:R:3:forces:R:3:mulliken_charge:R:1
Co 0.230 -0.098 0.348 -0.4 0.0 0.3 1.07
O -2.438 5.164 0.472 0.0 -0.1 -0.1 -0.58
C -2.042 4.930 1.708 0.1 0.0 0.0 0.41
O -2.014 5.795 2.549 -0.1 0.0 0.0 -0.62
C -1.619 3.533 2.037 0.0 0.0 -0.1 0.22
C -1.350 3.086 3.314 0.1 0.0 0.1 -0.52
Cl -1.330 3.940 4.783 0.0 0.0 0.0 -0.13
N -0.988 1.782 3.248 -0.1 -0.1 0.0 -0.40
N -0.990 1.359 1.962 0.0 0.1 0.0 1.77
C -1.372 2.391 1.234 -0.1 -0.1 0.0 -0.09
C -1.576 2.138 -0.237 0.0 0.1 0.0 0.13
O -2.185 2.977 -0.911 0.0 0.1 0.1 -0.95
O -1.147 1.025 -0.664 -0.1 0.1 0.1 -0.57
C -0.852 0.822 4.301 0.0 0.1 0.0 -0.27
C -1.732 0.823 5.377 0.0 -0.1 0.0 -0.20
C -1.604 -0.153 6.355 0.0 0.0 0.0 -0.85
C -0.621 -1.128 6.254 0.0 0.0 0.0 -0.96
C 0.242 -1.125 5.168 0.0 0.0 0.0 -0.52
C 0.132 -0.146 4.192 0.0 0.0 0.0 0.55
H -2.382 4.341 -0.106 0.0 0.0 0.0 0.43
H -2.514 1.563 5.447 0.0 0.0 0.0 0.52
H -2.285 -0.151 7.196 0.0 0.0 0.0 0.41
H -0.531 -1.888 7.020 0.0 0.0 0.0 0.43
H 1.015 -1.877 5.067 0.0 0.0 0.0 0.58
H 0.787 -0.138 3.335 -0.1 0.0 0.0 -0.11
O -4.058 0.847 1.885 0.0 -0.1 0.1 -0.31
C -4.352 -0.030 2.954 0.0 0.0 0.0 -0.85
N -4.986 -1.261 2.564 0.1 0.0 -0.1 0.04
C -4.395 -2.455 2.258 0.0 -0.1 -0.1 -0.45
O -5.064 -3.451 2.050 0.0 0.1 0.1 -0.66
C -2.899 -2.525 2.187 0.0 0.0 -0.1 0.91
C -2.276 -3.691 2.618 0.0 0.0 0.0 -0.87
C -0.907 -3.810 2.480 0.0 0.0 0.0 -1.41
C -0.201 -2.775 1.885 0.0 0.0 0.0 -0.62
N -0.799 -1.664 1.447 0.1 0.0 0.0 1.82
C -2.120 -1.540 1.599 0.0 0.1 0.0 -0.75
H -4.871 1.227 1.538 -0.1 0.0 0.0 0.24
H -4.991 0.459 3.691 0.0 0.0 0.0 0.49
H -3.399 -0.254 3.426 0.0 0.0 0.0 0.44
H -5.993 -1.306 2.548 0.0 0.0 0.0 0.30
H -2.876 -4.485 3.045 0.0 0.0 0.0 0.54
H -0.380 -4.690 2.824 0.0 0.0 0.0 0.59
H 0.877 -2.811 1.776 0.0 0.0 0.0 0.34
H -2.554 -0.617 1.233 0.0 -0.1 -0.1 0.43
C 3.712 1.405 -2.409 0.1 0.1 0.0 -0.78
Si 3.474 -0.316 -3.079 -0.1 0.0 0.1 0.54
C 2.142 -0.337 -4.385 0.0 0.1 -0.1 -0.71
C 5.086 -1.001 -3.731 0.0 0.0 -0.1 -1.07
Se 2.848 -1.729 -1.390 0.1 -0.1 0.0 -0.05
H 3.944 2.105 -3.218 0.0 0.0 0.0 0.44
H 4.538 1.429 -1.693 0.0 0.0 0.0 0.22
H 2.812 1.755 -1.898 0.0 0.0 0.0 0.09
H 2.484 0.185 -5.284 0.0 0.0 0.0 0.44
H 1.240 0.166 -4.030 0.0 0.0 0.0 0.20
H 1.881 -1.359 -4.660 0.0 -0.1 0.0 0.02
H 5.375 -0.462 -4.639 0.0 0.0 0.0 0.34
H 4.998 -2.061 -3.977 0.0 0.0 0.0 0.29
H 5.889 -0.883 -3.000 0.0 0.0 0.0 0.30
C 5.710 -1.337 1.350 0.0 0.0 0.0 -1.09
C 5.355 -0.931 2.774 0.0 0.0 0.1 -1.29
C 4.157 0.024 2.848 0.1 0.0 -0.1 2.67
C 3.802 0.385 4.321 -0.1 0.0 0.0 -1.00
C 4.943 0.926 5.173 0.0 0.0 0.0 -1.44
C 4.507 1.316 2.132 0.1 0.0 0.1 -0.43
O 5.569 1.882 2.260 -0.1 0.0 0.0 -0.67
N 3.515 1.863 1.344 0.0 -0.1 0.0 0.34
C 2.343 1.227 1.011 0.0 0.0 0.0 -0.59
O 1.542 1.767 0.234 0.1 -0.1 -0.1 -0.72
N 2.036 0.010 1.501 0.1 0.0 -0.1 1.82
C 2.897 -0.670 2.307 0.0 -0.1 0.1 -1.26
O 2.645 -1.804 2.696 0.0 0.1 -0.1 -0.67
H 6.523 -2.064 1.345 0.0 0.0 0.0 0.50
H 6.038 -0.474 0.764 0.0 0.0 0.0 0.31
H 4.856 -1.790 0.842 0.0 0.0 0.0 0.06
H 6.207 -0.440 3.242 0.0 0.0 0.0 0.50
H 5.103 -1.811 3.368 0.0 0.0 0.0 0.42
H 3.406 -0.531 4.763 0.0 0.0 0.0 0.28
H 2.976 1.105 4.310 0.0 0.0 0.0 0.27
H 5.694 0.161 5.370 0.0 0.0 0.0 0.30
H 4.549 1.254 6.136 0.0 0.0 0.0 0.47
H 5.440 1.773 4.701 0.0 0.0 0.0 0.31
H 3.708 2.742 0.886 0.0 0.0 0.0 0.37
N -0.075 -1.218 -1.401 0.5 0.1 -0.2 -0.15
S -0.482 -2.744 -1.580 -0.1 0.0 0.1 0.06
C -0.199 -3.247 -3.267 0.0 0.1 -0.1 0.84
C 0.805 -4.174 -3.503 0.0 0.0 0.0 -0.29
C 1.072 -4.558 -4.812 0.0 0.0 0.0 -0.73
C 0.342 -4.013 -5.857 0.0 0.0 0.0 -0.43
C -0.664 -3.085 -5.607 0.0 0.0 0.0 -0.81
C -0.941 -2.700 -4.306 0.0 0.0 0.0 -0.43
C -2.271 -2.804 -1.577 -0.1 0.0 0.1 0.64
C -2.895 -4.043 -1.511 0.0 0.0 0.0 -0.61
C -4.277 -4.097 -1.452 0.0 0.0 0.0 -0.72
C -5.021 -2.923 -1.463 0.0 0.0 0.0 -0.60
C -4.384 -1.693 -1.532 0.0 0.0 0.1 -0.73
C -2.996 -1.624 -1.578 0.1 0.0 0.0 -0.11
H -0.463 -0.610 -2.120 0.0 0.0 0.0 0.26
H 1.382 -4.572 -2.679 0.0 0.0 0.0 0.41
H 1.853 -5.280 -5.010 0.0 0.0 0.0 0.41
H 0.555 -4.311 -6.875 0.0 0.0 0.0 0.40
H -1.232 -2.665 -6.426 0.0 0.0 0.0 0.41
H -1.735 -1.991 -4.100 0.0 0.0 0.0 0.36
H -2.308 -4.955 -1.503 0.0 0.0 0.0 0.46
H -4.777 -5.055 -1.385 0.0 0.0 0.0 0.40
H -6.099 -2.969 -1.393 0.0 0.0 0.0 0.42
H -4.962 -0.778 -1.532 0.0 0.0 0.0 0.48
H -2.489 -0.664 -1.591 -0.1 0.0 0.1 0.37
```
Forces are in eV/Å.

* gap between HOMO and LUMO (alpha / beta): 0.3210 / 0.2505 hartree
* LUMO level (alpha / beta): 0.0003 / -0.0590 Eh
* 2S+1: 5
* charge: 0


[4]
Density functional theory data (ωB97M-V/def2-TZVPD) for C24H26BClMoN6O6S2 as an isolated structure.

```
67
Properties=species:S:1:pos:R:3:forces:R:3:mulliken_charge:R:1
Mo 1.042 0.074 0.699 -0.1 0.6 -0.6 0.28
O 2.466 1.400 0.797 0.0 -0.6 0.3 -0.59
C 2.369 2.704 0.601 0.1 0.1 -0.1 0.83
C 3.456 3.374 0.033 -0.1 0.2 -0.1 -0.67
C 3.378 4.729 -0.195 0.1 0.0 -0.1 -0.46
C 2.244 5.463 0.170 -0.1 0.1 0.0 -0.77
C 1.195 4.823 0.784 0.0 0.0 0.0 -0.70
C 1.229 3.433 0.989 0.1 0.2 0.0 0.60
C 0.288 2.802 1.868 0.1 0.8 -0.2 -0.56
N 0.116 1.545 1.949 0.0 -0.8 0.1 0.49
C -0.316 1.021 3.246 0.0 0.0 0.1 -0.73
C 0.879 0.184 3.726 -0.1 0.0 0.0 -0.73
N 1.028 -0.851 2.699 -0.2 0.1 0.0 0.19
C 0.634 -2.030 3.036 0.2 0.1 0.1 -0.73
C 0.192 -3.033 2.127 -0.2 -0.1 -0.2 0.23
C 0.040 -4.362 2.550 0.0 0.1 0.0 -0.65
C -0.504 -5.295 1.702 0.0 -0.1 0.1 -0.79
C -0.944 -4.902 0.436 -0.1 0.0 -0.1 -0.67
C -0.845 -3.595 0.011 0.0 0.1 0.0 -0.11
C -0.267 -2.652 0.856 0.1 -0.1 0.0 0.85
O -0.155 -1.380 0.446 -0.2 0.1 -0.1 0.36
H 4.327 2.797 -0.246 0.0 0.0 0.0 0.52
H 4.214 5.237 -0.659 0.0 0.0 0.0 0.41
H 2.208 6.528 -0.011 0.0 0.0 0.0 0.42
H 0.327 5.383 1.113 0.0 0.0 0.0 0.44
H -0.181 3.442 2.614 -0.1 0.1 0.1 0.39
H -1.197 0.388 3.121 0.0 0.0 0.0 0.14
H -0.542 1.838 3.934 0.0 0.0 0.0 0.60
H 0.696 -0.255 4.709 0.0 0.0 0.0 0.48
H 1.770 0.810 3.768 0.0 0.0 0.0 0.29
H 0.533 -2.260 4.098 0.0 0.0 0.0 0.28
H 0.374 -4.644 3.542 0.0 0.0 0.0 0.43
H -0.602 -6.327 2.013 0.0 0.0 0.0 0.40
H -1.381 -5.639 -0.227 0.0 0.0 0.0 0.43
H -1.203 -3.265 -0.956 0.0 0.0 0.0 0.44
C 2.435 -0.117 -3.175 0.0 0.1 -0.3 -1.14
N 1.017 -0.110 -3.484 -0.2 0.1 0.0 0.42
C 0.481 -0.538 -4.675 0.0 -0.1 0.1 -0.53
C -0.846 -0.265 -4.622 -0.1 -0.2 0.0 -0.78
N -1.124 0.326 -3.417 -0.1 -0.1 -0.2 0.53
B -2.573 0.956 -3.136 0.1 0.1 0.0 0.15
N -2.969 0.807 -1.659 0.0 -0.1 0.2 0.05
C -3.017 1.827 -0.731 -0.1 0.0 0.0 -0.65
C -3.380 1.310 0.461 0.0 0.0 0.0 -0.47
N -3.556 -0.053 0.264 0.1 0.0 -0.2 0.31
C -3.945 -1.023 1.260 0.0 0.0 -0.1 -0.93
C -3.313 -0.358 -1.048 0.0 0.1 0.1 -0.11
S -3.474 -1.885 -1.736 0.1 0.0 0.1 -0.42
C 0.015 0.412 -2.738 0.2 -0.1 0.0 -0.26
S 0.122 1.232 -1.206 0.3 -0.4 0.6 -0.24
H 2.803 -1.135 -3.131 0.0 0.0 -0.1 0.41
H 2.587 0.351 -2.218 0.1 0.1 0.2 0.23
H 2.967 0.439 -3.946 0.0 0.0 0.0 0.38
H 1.086 -1.016 -5.426 -0.1 0.0 0.0 0.50
H -1.633 -0.464 -5.329 0.1 0.0 0.0 0.47
H -3.325 0.358 -3.850 0.0 0.0 -0.1 -0.14
H -2.493 2.130 -3.405 0.0 0.1 0.1 -0.18
H -2.786 2.842 -1.012 0.0 -0.1 0.0 0.51
H -3.570 1.776 1.414 0.0 0.0 -0.1 0.53
H -4.215 -0.498 2.175 0.0 0.0 0.0 0.33
H -3.131 -1.723 1.452 0.0 0.0 0.0 0.25
H -4.794 -1.602 0.901 0.0 0.0 0.0 0.36
O 2.608 -3.183 0.463 0.0 -0.1 0.2 -0.65
Cl 2.748 -2.350 -0.681 0.2 0.3 0.3 1.66
O 4.001 -2.517 -1.320 0.2 -0.1 -0.2 -0.69
O 1.659 -2.506 -1.583 -0.2 -0.1 -0.1 -0.56
O 2.744 -0.910 -0.201 -0.3 -0.1 0.0 -0.67
```
Forces are in eV/Å.

* gap between HOMO and LUMO (alpha / beta): 0.1879 / 0.1882 hartree
* LUMO level (alpha / beta): -0.0556 / -0.0553 Eh
* charge: 0


[5]
Density functional theory data (ωB97M-V/def2-TZVPD) for a 2-piece molecular cluster, C3H8S overall.

```
12
Properties=species:S:1:pos:R:3:forces:R:3:mulliken_charge:R:1
C 0.062 -1.056 -0.672 1.1 1.3 -1.0 -0.74
C -0.772 0.153 -0.211 -0.2 -0.7 0.4 -0.20
S 2.820 0.590 -0.764 0.4 0.2 -0.1 -0.81
C -0.237 0.756 1.086 -0.3 0.6 -0.6 -0.87
H 0.164 -1.866 0.030 -0.3 -0.3 0.4 0.30
H 1.132 -0.715 -0.895 -1.3 -0.4 0.3 -0.13
H -0.311 -1.397 -1.640 -0.1 -0.4 0.1 0.27
H -1.825 -0.156 -0.074 0.2 0.1 -0.2 0.28
H -0.737 0.910 -1.002 0.0 -0.1 0.1 0.22
H -0.739 1.711 1.316 0.1 -0.3 0.0 0.27
H -0.368 0.099 1.939 0.1 -0.2 0.1 0.28
H 0.811 0.969 0.888 0.3 0.0 0.4 0.14
```
Forces are in eV/Å.

* gap between HOMO and LUMO (alpha / beta): 0.2629 / 0.2394 hartree
* LUMO level (alpha / beta): 0.1585 / 0.1506 Eh
* 2S+1: 2
* charge: -1


[6]
Density functional theory data (ωB97M-V/def2-TZVPD) for a 2-piece molecular cluster, C4H7FO overall.

```
13
Properties=species:S:1:pos:R:3:forces:R:3:mulliken_charge:R:1
C 2.676 1.030 0.096 0.0 0.1 0.0 -0.81
C 2.270 -0.224 0.189 0.1 0.0 0.0 0.23
C -3.261 -0.521 0.395 0.0 0.0 0.0 -0.68
C -2.347 -0.006 -0.395 0.0 -0.2 0.0 0.17
O 1.403 -0.838 -0.655 -0.3 0.1 -0.2 -0.45
F -1.961 1.277 -0.309 0.0 0.2 0.0 -0.24
H 3.371 1.443 0.801 0.1 0.0 0.2 0.24
H 2.330 1.687 -0.686 -0.1 0.1 -0.2 0.21
H 2.607 -0.900 0.960 0.0 0.0 0.1 0.32
H 1.102 -0.194 -1.313 0.1 -0.2 0.1 0.26
H -3.752 0.057 1.157 0.0 0.2 0.1 0.26
H -3.543 -1.553 0.297 0.0 -0.2 -0.1 0.24
H -1.810 -0.527 -1.176 0.0 -0.1 0.0 0.26
```
Forces are in eV/Å.

* gap between HOMO and LUMO: 0.3700 hartree
* LUMO level: 0.0334 Eh
* charge: 0


Number 1: total energy -1066.07530 Ha. Number 2: total energy -286.47113 Ha. Number 3: total energy -7582.11595 Ha. Number 4: total energy -3059.60542 Ha. Number 5: total energy -517.26623 Ha. Number 6: total energy -331.64836 Ha.